The following is a DFT calculation (ωB97M-V with the def2-TZVPD basis set) of 2 unconnected molecules or ions with the total composition C5H12O2.

Structure (XYZ):
```
19
Properties=species:S:1:pos:R:3:forces:R:3
C 1.253371 2.305904 -2.008869 -0.309 0.976 0.676
C 0.844747 0.846483 -1.911107 -0.005 -0.374 -0.557
C -0.352418 0.554761 -0.994712 -0.069 -0.034 0.148
C -0.010685 -0.358455 0.205225 -1.737 1.208 0.297
C -0.013090 0.466780 1.485395 2.034 0.725 0.385
O 0.173969 1.661152 1.490842 -0.569 0.201 -0.373
H 1.004828 2.884860 -1.109765 0.018 -0.478 0.242
H 0.676297 2.846392 -2.761217 0.314 -0.161 -0.384
H 2.326135 2.471708 -2.115543 -0.084 -0.164 -0.499
H 0.611343 0.469105 -2.899584 -0.226 0.151 -0.461
H 1.713352 0.226223 -1.695060 0.071 0.016 0.663
H -0.731492 1.505910 -0.621276 0.145 0.018 0.162
H -1.216954 0.146825 -1.528393 0.377 -0.236 -0.196
H -0.789085 -1.108052 0.341322 0.257 -0.445 -0.094
H 0.957938 -0.804295 0.066056 0.367 -0.454 0.238
H 0.077383 0.039246 2.498180 -0.580 -0.960 -0.240
O -1.494327 -4.415816 1.954040 0.155 -0.005 0.114
H -1.988621 -4.961054 2.576888 -0.034 0.120 -0.196
H -2.113263 -4.135083 1.274991 -0.122 -0.102 0.073
```
Positions in Å, forces in eV/Å.

As for the SMILES: CCCCC=O.O. As for the relative energy (zero: lowest compared OMol25 entry of this formula, charge and spin): 144.0 kJ/mol. For the molar mass, the calculation gives 104.15 g mol⁻¹. The HOMO-LUMO gap is 10.403 eV. For the total energy, the calculation gives -9473.643 eV. The HOMO energy comes out at -9.72 eV.

Löwdin population analysis, charges in e, atoms 1 to 2: -0.112 -0.259